[1]
{"formula": "C17H20IN2PdS2", "method": "ωB97M-V with the def2-TZVPD basis set", "species": ["Pd", "C", "N", "C", "C", "N", "C", "C", "C", "C", "C", "C", "C", "S", "C", "C", "C", "C", "C", "C", "S", "H", "H", "H", "H", "H", "H", "H", "H", "H", "H", "H", "H", "H", "H", "H", "H", "H", "H", "I", "C", "H", "H"], "positions_angstrom": [[0.391, -0.114, 0.014], [-0.962, 2.505, -0.659], [-1.392, 1.419, 0.218], [-2.541, 0.692, -0.322], [-2.626, -0.714, 0.277], [-1.516, -1.544, -0.199], [-1.252, -2.653, 0.724], [-1.748, -2.028, -1.545], [-2.682, -3.030, -1.761], [-2.913, -3.555, -3.020], [-2.185, -3.069, -4.097], [-1.265, -2.068, -3.908], [-1.041, -1.501, -2.644], [0.057, -0.178, -2.572], [-1.656, 1.924, 1.548], [-2.585, 2.938, 1.731], [-2.835, 3.479, 2.980], [-2.136, 2.995, 4.077], [-1.221, 1.983, 3.918], [-0.972, 1.406, 2.662], [0.132, 0.089, 2.592], [-1.741, 3.268, -0.795], [-0.693, 2.090, -1.634], [-0.077, 2.976, -0.223], [-2.424, 0.610, -1.406], [-3.477, 1.232, -0.111], [-3.598, -1.163, 0.008], [-2.562, -0.637, 1.369], [-2.152, -3.254, 0.930], [-0.874, -2.246, 1.669], [-0.487, -3.302, 0.292], [-3.253, -3.408, -0.922], [-3.653, -4.331, -3.156], [-2.345, -3.477, -5.085], [-0.694, -1.677, -4.737], [-3.134, 3.318, 0.878], [-3.568, 4.266, 3.097], [-2.312, 3.413, 5.059], [-0.670, 1.593, 4.762], [2.658, -1.634, -0.146], [2.404, 0.588, 0.038], [2.874, 0.997, -0.854], [2.936, 0.839, 0.951]], "lowdin_charge": [0.322, -0.115, -0.248, -0.176, -0.167, -0.224, -0.112, -0.281, -0.058, -0.116, -0.119, -0.149, -0.649, 0.568, -0.290, -0.058, -0.117, -0.122, -0.150, -0.656, 0.580, 0.075, 0.009, 0.092, 0.103, 0.118, 0.125, 0.115, 0.080, 0.025, 0.084, 0.102, 0.087, 0.092, 0.084, 0.102, 0.086, 0.091, 0.083, 0.527, -0.615, -0.059, -0.067], "orbital_gap_ha": [0.222, 0.225], "energy_ha": -1991.29964, "total_charge": -1}

=====

[2]
{"formula": "C4H23NO9S", "method": "ωB97M-V with the def2-TZVPD basis set", "species": ["O", "C", "N", "C", "O", "C", "C", "S", "H", "H", "H", "H", "H", "H", "H", "H", "H", "H", "H", "O", "H", "H", "O", "H", "H", "O", "H", "H", "O", "H", "H", "O", "H", "H", "O", "H", "H", "O"], "positions_angstrom": [[0.424, -0.717, 0.208], [1.238, 0.120, 0.531], [1.721, 0.136, 1.848], [2.264, 1.374, 2.326], [1.243, 2.369, 2.528], [1.996, 0.910, -0.497], [2.539, -0.075, -1.520], [2.144, 0.470, -3.243], [1.067, -0.340, 2.459], [2.814, 1.875, 1.542], [2.863, 1.253, 3.227], [0.639, 2.064, 3.215], [2.763, 1.629, -0.210], [1.325, 1.740, -0.774], [3.546, -0.365, -1.215], [2.070, -1.054, -1.478], [1.782, -0.719, -3.745], [-0.881, -3.520, -0.832], [-1.584, -2.192, -0.552], [-1.692, -3.023, -1.030], [-2.022, 0.034, 2.326], [-1.745, 0.406, 3.671], [-1.404, -0.228, 3.027], [-0.001, 2.849, 0.604], [-1.332, 2.313, -0.306], [-0.672, 2.981, -0.065], [-3.435, -0.363, -3.004], [-2.580, -1.607, -2.409], [-3.019, -0.768, -2.244], [-4.547, -0.281, 1.282], [-3.586, -1.459, 1.218], [-3.961, -0.816, 1.832], [-3.078, 0.539, 0.300], [-2.784, 0.856, -1.058], [-2.818, 1.310, -0.198], [0.541, -3.134, -0.850], [0.790, -2.844, 0.529], [1.028, -3.527, -0.118]], "lowdin_charge": [0.045, -0.458, 0.107, -0.233, -0.049, -0.199, -0.517, 0.707, 0.123, 0.102, 0.128, 0.083, 0.106, 0.110, 0.089, 0.046, -0.162, 0.016, 0.024, -0.049, 0.006, 0.046, -0.059, -0.006, -0.008, -0.071, 0.054, 0.026, -0.043, 0.054, 0.053, -0.038, -0.007, 0.031, -0.041, 0.000, 0.031, -0.049], "de_lowest_kcal_mol": 51.1, "orbital_gap_ha": 0.341, "smiles": "O=C(CCS)NCO.O.O.O.O.O.O.O", "energy_ha": -1296.27366}

=====

[3]
{"formula": "C40H83Br2FO10Si2", "method": "ωB97M-V with the def2-TZVPD basis set", "species": ["C", "C", "C", "C", "C", "C", "C", "C", "C", "C", "C", "Si", "C", "C", "F", "C", "C", "C", "C", "C", "C", "C", "C", "O", "Si", "O", "Br", "C", "Br", "C", "C", "H", "H", "H", "H", "H", "H", "H", "H", "H", "H", "H", "H", "H", "H", "H", "H", "H", "H", "H", "H", "H", "H", "H", "H", "H", "H", "H", "H", "H", "H", "H", "H", "H", "H", "H", "H", "H", "H", "H", "H", "H", "H", "H", "H", "H", "H", "H", "H", "H", "H", "H", "O", "C", "O", "C", "C", "C", "H", "H", "H", "H", "H", "H", "H", "H", "O", "C", "O", "C", "C", "C", "H", "H", "H", "H", "H", "H", "H", "H", "O", "C", "O", "C", "C", "C", "H", "H", "H", "H", "H", "H", "H", "H", "O", "C", "O", "C", "C", "C", "H", "H", "H", "H", "H", "H", "H", "H"], "positions_angstrom": [[-7.231, -2.415, 0.409], [-6.798, -3.865, 0.502], [-5.660, -4.027, 1.496], [-4.801, -5.285, 1.292], [-3.345, -4.906, 1.076], [-2.444, -6.014, 0.517], [-1.083, -6.145, 1.204], [0.114, -6.298, 0.256], [1.279, -5.414, 0.639], [1.081, -3.944, 0.301], [0.923, -3.668, -1.202], [-0.473, -2.525, -1.678], [-0.878, -2.886, -3.476], [0.311, -3.017, -4.404], [0.849, -4.301, -4.294], [-1.992, -2.843, -0.635], [-2.440, -1.855, 0.467], [-2.023, -2.299, 1.870], [-0.629, -1.856, 2.346], [-0.629, -0.627, 3.268], [0.082, 0.621, 2.763], [1.519, 0.407, 2.342], [2.263, 1.713, 2.053], [0.107, -0.959, -1.479], [-0.321, 0.391, -2.251], [-0.189, 1.638, -1.234], [-2.465, 0.352, -2.887], [0.830, 0.734, -3.701], [0.102, 0.097, -5.380], [1.211, 2.205, -3.824], [0.067, 3.180, -4.056], [-8.199, -2.304, -0.076], [-7.294, -1.952, 1.391], [-6.510, -1.854, -0.175], [-7.628, -4.512, 0.785], [-6.463, -4.195, -0.482], [-5.016, -3.154, 1.403], [-6.080, -4.024, 2.500], [-5.158, -5.831, 0.419], [-4.882, -5.946, 2.153], [-2.936, -4.545, 2.018], [-3.345, -4.074, 0.373], [-2.979, -6.960, 0.577], [-2.289, -5.831, -0.546], [-0.915, -5.292, 1.861], [-1.113, -7.017, 1.853], [-0.217, -6.077, -0.759], [0.441, -7.334, 0.246], [2.192, -5.763, 0.155], [1.441, -5.498, 1.715], [1.956, -3.410, 0.659], [0.226, -3.584, 0.870], [1.836, -3.193, -1.564], [0.825, -4.591, -1.766], [-1.355, -3.868, -3.442], [-1.613, -2.211, -3.908], [0.031, -2.866, -5.443], [1.112, -2.315, -4.178], [-1.822, -3.802, -0.145], [-2.816, -3.015, -1.326], [-3.524, -1.789, 0.440], [-2.075, -0.843, 0.295], [-2.750, -1.887, 2.568], [-2.120, -3.381, 1.940], [0.007, -1.684, 1.481], [-0.177, -2.685, 2.884], [-0.131, -0.901, 4.198], [-1.653, -0.379, 3.542], [0.085, 1.341, 3.582], [-0.474, 1.056, 1.934], [2.040, -0.142, 3.127], [1.555, -0.220, 1.454], [2.982, 1.578, 1.250], [2.802, 2.073, 2.921], [1.562, 2.476, 1.727], [-1.031, 1.954, -0.892], [1.734, 0.164, -3.513], [1.909, 2.279, -4.656], [1.750, 2.486, -2.922], [-0.703, 2.755, -4.694], [-0.392, 3.483, -3.120], [0.434, 4.076, -4.545], [4.924, 3.543, 2.811], [5.105, 4.187, 3.806], [4.306, 5.266, 4.014], [4.365, 6.040, 5.213], [5.463, 7.083, 5.169], [6.214, 3.882, 4.785], [4.455, 5.391, 6.085], [3.389, 6.519, 5.270], [6.450, 6.625, 5.092], [5.436, 7.696, 6.071], [5.326, 7.731, 4.303], [7.135, 4.335, 4.419], [6.356, 2.805, 4.804], [6.027, 4.230, 5.797], [-4.716, -0.167, 0.648], [-5.021, 0.915, 0.229], [-5.928, 0.976, -0.770], [-6.453, 2.211, -1.266], [-5.554, 2.840, -2.310], [-4.374, 2.184, 0.738], [-6.666, 2.894, -0.443], [-7.408, 1.934, -1.707], [-4.583, 3.112, -1.896], [-6.018, 3.741, -2.712], [-5.388, 2.141, -3.130], [-3.427, 2.313, 0.212], [-4.161, 2.048, 1.794], [-4.969, 3.084, 0.608], [-5.562, -1.485, -10.125], [-4.692, -1.652, -9.317], [-4.995, -1.503, -8.009], [-4.066, -1.803, -6.962], [-3.124, -0.655, -6.674], [-3.268, -1.963, -9.727], [-3.530, -2.727, -7.181], [-4.697, -1.999, -6.096], [-2.491, -0.426, -7.533], [-2.479, -0.893, -5.830], [-3.690, 0.244, -6.428], [-2.774, -1.023, -9.971], [-3.307, -2.571, -10.625], [-2.679, -2.479, -8.974], [9.523, 4.218, 4.260], [10.046, 5.187, 4.736], [9.566, 6.401, 4.385], [10.025, 7.618, 4.985], [11.284, 8.144, 4.329], [11.240, 5.085, 5.658], [10.144, 7.492, 6.061], [9.201, 8.314, 4.833], [12.121, 7.456, 4.453], [11.563, 9.102, 4.768], [11.118, 8.285, 3.262], [12.134, 4.985, 5.042], [11.129, 4.179, 6.246], [11.372, 5.929, 6.328]], "lowdin_charge": [-0.116, -0.269, -0.210, -0.187, -0.238, -0.179, -0.184, -0.204, -0.217, -0.242, -0.202, 0.493, -0.226, -0.304, -0.066, -0.209, -0.221, -0.191, -0.187, -0.198, -0.232, -0.264, -0.099, -0.234, -0.109, -0.127, 0.527, -0.717, 0.785, -0.349, -0.123, 0.067, 0.076, 0.053, 0.106, 0.104, 0.092, 0.113, 0.106, 0.109, 0.094, 0.063, 0.109, 0.102, 0.095, 0.110, 0.093, 0.109, 0.113, 0.113, 0.114, 0.056, 0.086, 0.069, 0.093, 0.023, 0.084, 0.079, 0.040, 0.092, 0.065, 0.091, 0.112, 0.048, 0.080, 0.107, 0.105, 0.100, 0.112, 0.100, 0.112, 0.090, 0.069, 0.052, 0.068, 0.045, 0.068, 0.099, 0.112, 0.046, 0.063, 0.074, 0.104, -0.510, -0.005, -0.243, -0.063, 0.019, 0.109, 0.121, 0.061, 0.080, 0.084, 0.071, 0.096, 0.070, 0.082, -0.508, -0.006, -0.231, -0.069, 0.031, 0.112, 0.125, 0.063, 0.083, 0.071, 0.081, 0.094, 0.072, 0.106, -0.526, -0.001, -0.231, -0.092, 0.012, 0.112, 0.124, 0.068, -0.007, 0.087, 0.095, 0.090, 0.067, 0.103, -0.520, -0.009, -0.240, -0.062, 0.016, 0.111, 0.121, 0.070, 0.083, 0.085, 0.097, 0.092, 0.069], "de_lowest_kcal_mol": 0.0, "orbital_gap_ha": 0.366, "energy_ha": -8153.39521}

=====

[4]
{"formula": "C24H22N2O5", "method": "ωB97M-V with the def2-TZVPD basis set", "species": ["C", "H", "O", "C", "C", "C", "C", "C", "C", "H", "H", "O", "C", "H", "H", "H", "C", "O", "C", "C", "C", "C", "C", "C", "H", "H", "C", "O", "N", "C", "C", "C", "C", "C", "C", "H", "H", "N", "C", "O", "C", "H", "H", "H", "H", "H", "H", "H", "H", "H", "H", "H", "H"], "positions_angstrom": [[-7.217, -0.897, -0.936], [-6.958, -0.020, -1.538], [-6.233, -1.899, -1.034], [-4.979, -1.615, -0.587], [-4.575, -0.398, -0.061], [-3.260, -0.195, 0.352], [-2.333, -1.246, 0.291], [-2.748, -2.467, -0.234], [-4.043, -2.645, -0.676], [-4.355, -3.591, -1.088], [-2.063, -3.297, -0.300], [-1.087, -1.011, 0.794], [-0.103, -2.004, 0.642], [-0.337, -2.897, 1.230], [0.032, -2.283, -0.408], [0.818, -1.553, 1.007], [-2.932, 1.153, 0.889], [-3.728, 1.759, 1.579], [-1.630, 1.754, 0.506], [-0.958, 1.392, -0.659], [0.244, 1.991, -0.980], [0.774, 2.985, -0.161], [0.077, 3.390, 0.972], [-1.108, 2.767, 1.309], [-1.655, 3.057, 2.193], [0.476, 4.186, 1.582], [2.028, 3.682, -0.575], [2.091, 4.881, -0.747], [3.095, 2.872, -0.838], [3.279, 1.538, -0.453], [3.966, 0.666, -1.294], [4.185, -0.647, -0.930], [3.730, -1.115, 0.300], [3.064, -0.235, 1.153], [2.838, 1.075, 0.783], [2.334, 1.743, 1.463], [2.740, -0.573, 2.128], [3.923, -2.429, 0.734], [4.470, -3.486, 0.061], [4.876, -3.438, -1.075], [4.506, -4.743, 0.908], [3.498, -5.025, 1.207], [4.945, -5.549, 0.328], [5.105, -4.578, 1.800], [3.607, -2.608, 1.678], [4.708, -1.316, -1.592], [4.332, 1.023, -2.245], [3.869, 3.322, -1.311], [0.767, 1.703, -1.881], [-1.383, 0.654, -1.322], [-5.253, 0.435, 0.038], [-7.377, -0.591, 0.102], [-8.130, -1.344, -1.327]], "lowdin_charge": [-0.086, 0.097, -0.084, -0.269, 0.055, -0.076, -0.231, -0.004, 0.014, 0.122, 0.106, -0.088, -0.067, 0.099, 0.105, 0.068, -0.298, 0.113, -0.134, 0.000, -0.004, -0.162, -0.007, 0.010, 0.121, 0.124, -0.443, 0.091, 0.134, -0.256, -0.006, 0.000, -0.230, -0.036, -0.008, 0.119, 0.114, 0.115, -0.515, 0.072, -0.001, 0.081, 0.084, 0.084, 0.140, 0.101, 0.117, 0.160, 0.126, 0.126, 0.117, 0.098, 0.093], "de_lowest_kcal_mol": 13.1, "orbital_gap_ha": 0.301, "smiles": "COc1ccc(OC)c(C(=O)c2ccc(C(=O)Nc3ccc(NC(C)=O)cc3)cc2)c1", "energy_ha": -1413.49708}

=====

[5]
{"formula": "ClNOS", "method": "ωB97M-V with the def2-TZVPD basis set", "species": ["N", "O", "S", "Cl"], "positions_angstrom": [[-1.450, -0.459, 0.298], [-1.614, 0.510, -0.320], [2.176, 0.746, 0.088], [0.888, -0.796, -0.067]], "lowdin_charge": [-0.105, -0.091, 0.111, 0.085], "de_lowest_kcal_mol": 10.3, "orbital_gap_ha": [0.346, 0.215], "energy_ha": -988.23142}

=====

[6]
{"formula": "C4H13NOS", "method": "ωB97M-V with the def2-TZVPD basis set", "species": ["C", "C", "C", "S", "C", "N", "H", "H", "H", "H", "H", "H", "H", "H", "H", "H", "H", "H", "H", "O"], "positions_angstrom": [[-1.865, -1.327, -0.928], [-0.368, -1.438, -0.551], [0.430, -0.131, -0.610], [0.634, 0.538, 1.088], [-1.095, 0.913, 1.681], [-2.401, -2.550, -1.448], [-2.461, -0.873, -0.147], [-2.016, -0.518, -1.657], [-0.284, -1.866, 0.442], [-0.005, -2.162, -1.283], [1.465, -0.197, -0.938], [-0.025, 0.630, -1.244], [-1.049, 1.986, 1.554], [-1.038, 0.708, 2.748], [-1.887, 0.349, 1.210], [-1.800, -3.204, -1.930], [-2.852, -3.137, -0.753], [5.166, 4.156, 1.630], [6.107, 3.803, 0.437], [5.346, 4.319, 0.701]], "lowdin_charge": [-0.316, -0.262, -0.491, 0.759, -0.351, -0.015, 0.083, 0.106, 0.089, 0.096, 0.058, 0.070, 0.009, 0.022, 0.011, 0.064, 0.067, 0.031, 0.026, -0.057], "de_lowest_kcal_mol": 28.3, "orbital_gap_ha": 0.334, "smiles": "CSCCCN.O", "energy_ha": -688.34357}